Record 1
Computed, not measured: a molecular structure, C8H20ClHoI2OP2 in a non-equilibrium geometry, with ωB97M-V with the def2-TZVPD basis set.

The geometry in XYZ format:
```
35
Properties=species:S:1:pos:R:3:forces:R:3
I 0.0382 3.8372 0.3063 0.90 -1.06 -1.85
I 0.8533 2.1472 -2.1992 -0.61 2.15 1.44
Ho 0.0410 0.5597 0.2470 -0.28 -1.94 1.30
P 2.7150 -0.2173 0.2853 1.93 0.18 -0.59
C 3.7632 -1.0271 -1.0013 -0.55 -0.20 -0.44
C 3.4626 1.4487 0.4474 -0.13 0.44 -0.22
H 4.5537 1.4247 0.6470 -0.67 0.02 -0.09
H 4.3643 -0.9439 1.9703 -0.24 0.08 -0.25
H 2.9402 1.9782 1.2626 0.39 -0.07 -0.05
H 2.7734 -0.4919 2.6427 0.16 -0.02 0.12
H 3.6125 -0.5005 -1.9705 0.28 -0.33 0.58
H 3.2471 2.0236 -0.4709 0.44 -0.19 0.38
C 3.2808 -0.9851 1.8094 -0.61 -0.47 0.60
H 4.8464 -1.0478 -0.7289 -0.93 0.11 -0.11
H 2.9343 -2.0219 1.8204 0.21 0.01 0.06
H 3.3782 -2.0630 -1.1329 0.42 0.57 0.07
P -2.7200 0.3846 -0.2484 -1.73 0.07 -0.78
C -3.6546 -0.2630 -1.7073 0.61 -0.15 -0.32
C -3.6601 -0.2408 1.1559 0.33 -0.52 0.65
H -2.6906 2.5665 0.7350 -0.52 -0.06 -0.23
H -4.2543 2.3560 -0.1626 0.66 -0.18 -0.06
H -2.6686 2.6663 -1.0194 -0.49 -0.02 0.18
C -3.1639 2.1550 -0.1756 0.35 0.49 -0.08
H -3.2171 0.1612 2.0688 -0.13 0.06 0.13
H -4.7259 0.0160 1.1391 0.28 0.04 -0.24
H -4.7492 -0.0587 -1.6450 0.89 -0.08 0.11
H -3.4605 -1.3554 -1.7633 -0.27 0.64 0.03
H -3.5360 -1.3233 1.2126 -0.14 -0.02 -0.04
H -3.2311 0.1983 -2.6263 -0.41 -0.26 0.48
C 0.1090 -0.7182 -1.7893 0.14 -2.16 -3.82
O 0.1907 -1.1608 -2.8473 -0.24 1.21 3.33
Cl -1.2820 -2.8003 -0.1777 -0.13 0.23 -0.24
C -0.1615 -1.9442 0.9708 -0.28 0.93 0.02
H -0.6179 -2.1484 1.9395 -0.18 0.40 0.18
H 0.6891 -2.6114 1.0056 0.56 0.14 -0.25
```
Positions in Å, forces in eV/Å.

Values from the calculation:
**2S+1**: 5
**Total charge**: +2
**HOMO (spin up / spin down)**: -0.53902 / -0.53849 Eh
**HOMO-LUMO gap (spin up / spin down)**: 3.39 / 3.39 eV
**Relative energy (zero: lowest compared OMol25 entry of this formula, charge and spin)**: 0.000 eV
**Max |F|**: 4.4 eV/A
**E_tot**: -83750.6159 eV
**⟨S²⟩**: 6.01
**Lowest unoccupied orbital energy (spin up / spin down)**: -11.27 / -11.26 eV



Record 2
Computed, not measured: a molecular structure, C11H30N2O4Tl in a non-equilibrium geometry, with ωB97M-V with the def2-TZVPD basis set.

The geometry in XYZ format:
```
48
Properties=species:S:1:pos:R:3:forces:R:3
Tl -1.2237 -0.2484 -0.2117 -0.19 0.05 -0.13
C 5.0352 1.3388 4.7190 1.71 0.32 0.90
O 3.7088 1.0309 4.5405 -3.18 1.14 -0.68
C 2.7752 2.1175 4.6169 2.63 -0.18 0.81
C 1.7118 2.0137 3.5733 -2.63 -0.89 -1.91
N 1.2098 0.6380 3.4790 1.10 1.14 2.40
C 0.4500 0.2569 4.7114 -1.58 -0.80 -1.38
C 0.1733 -1.2400 4.7300 0.91 0.12 -0.32
O -0.5180 -1.6469 3.5715 0.26 1.01 0.17
C -0.7061 -3.0173 3.5949 -1.01 -2.09 -0.34
H 5.1457 1.4260 5.7999 0.58 0.13 0.36
H 5.3464 2.2906 4.2885 -0.22 0.19 -0.18
H 5.7010 0.5485 4.3724 -0.44 -0.14 -0.09
H 3.2608 3.0879 4.5139 0.32 -0.09 0.00
H 2.1669 2.1852 5.5188 0.26 -0.73 0.81
H 2.1168 2.4452 2.6580 0.14 -0.55 -0.44
H 0.8647 2.6469 3.8372 0.12 0.14 0.20
H 2.0314 0.0511 3.5032 0.30 -0.68 -0.84
H -0.4900 0.8084 4.6943 0.10 0.17 0.26
H 1.0232 0.4573 5.6166 0.21 0.40 0.18
H -0.2915 -1.6215 5.6391 -0.54 0.44 0.19
H 1.1316 -1.7579 4.7684 0.50 -0.14 -0.25
H 0.1940 -3.6271 3.6728 0.44 0.36 0.08
H -1.2467 -3.3831 2.7219 0.13 0.53 -0.34
H -1.3634 -3.3449 4.4004 -0.02 0.25 0.51
C -1.6618 -1.8326 -6.8441 0.58 0.55 0.02
C -1.1441 -1.4816 -5.3689 -0.50 -1.29 0.73
C 0.0484 -0.5589 -5.3452 0.74 0.34 -1.37
O 0.6826 -0.4611 -4.0930 -1.34 0.20 0.02
C 2.0826 -0.3781 -4.1103 0.76 -0.31 0.75
N -2.2465 -0.9349 -4.5870 0.15 -0.45 -1.48
H -1.8871 -0.9460 -7.4368 0.14 0.23 0.17
H -2.5711 -2.4336 -6.8469 0.18 -0.11 0.43
H -0.8620 -2.3775 -7.3456 -0.01 -0.09 0.03
H -0.8204 -2.4275 -4.9346 -0.24 -0.10 0.22
H -0.3298 0.3813 -5.7465 0.15 0.75 0.43
H 0.7813 -0.8691 -6.0901 0.07 -0.21 -0.08
H 2.4758 -1.3369 -4.4482 0.28 0.04 -0.52
H 2.4439 -0.2901 -3.0857 -0.36 0.02 0.15
H 2.5012 0.4810 -4.6345 -0.29 -0.10 -0.56
H -2.6381 -0.2064 -5.1667 -0.05 1.11 0.26
H -3.0101 -1.5957 -4.6076 -0.22 -0.61 0.79
C -5.6485 2.1218 -1.9708 0.39 0.49 -1.01
O -4.2237 2.4539 -1.9301 -0.93 -0.50 0.52
H -5.7684 1.2321 -2.5891 -0.09 -0.27 0.18
H -6.1415 1.9923 -1.0073 0.65 0.00 0.17
H -6.1667 2.9168 -2.5071 -0.12 0.04 0.16
H -4.1033 3.0953 -2.6341 0.18 0.14 0.02
```
Positions in Å, forces in eV/Å.

Values from the calculation:
**2S+1**: 1
**Total charge**: +3
**HOMO**: -0.61473 Eh
**HOMO-LUMO gap**: 1.53 eV
**Relative energy (zero: lowest compared OMol25 entry of this formula, charge and spin)**: 0.000 eV
**Max |F|**: 3.4 eV/A
**E_tot**: -27720.9888 eV
**Lowest unoccupied orbital energy**: -15.19 eV



Record 3
Computed, not measured: 2 unconnected molecules or ions with the total composition C5H12N2O in a non-equilibrium geometry, with ωB97M-V with the def2-TZVPD basis set.

The geometry in XYZ format:
```
20
Properties=species:S:1:pos:R:3:forces:R:3
C 2.7532 1.7826 0.0632 0.00 -0.72 -1.02
N 2.6061 0.6126 -0.8573 -2.35 -0.72 1.20
C 1.6541 -0.4214 -0.3412 2.70 0.96 -2.61
C -2.9175 0.4457 0.3662 1.44 -1.90 -1.79
C -3.9243 0.6022 -0.6565 0.01 1.11 2.26
O -4.1718 -0.1684 -1.5674 0.25 -0.06 -0.29
C 2.1182 -1.2912 0.7292 -0.63 -0.42 3.29
N 1.0852 -1.5318 1.8676 0.66 0.31 -1.53
H 2.2323 1.5315 1.0062 0.70 0.48 -0.09
H 2.2225 2.6287 -0.4310 0.55 -0.39 0.59
H 3.8491 1.9464 0.1236 -0.86 0.43 0.56
H 3.4896 0.1656 -1.0585 0.16 -0.11 0.01
H 1.0935 -0.7997 -1.1994 -0.53 -0.13 0.71
H -2.6811 1.0289 1.2362 -0.49 0.45 0.02
H -2.2457 -0.4019 0.1355 -0.33 0.27 0.59
H -4.5394 1.4885 -0.3996 -0.43 0.00 -0.76
H 2.9615 -0.9105 1.3366 -0.02 0.21 -1.06
H 2.3953 -2.3074 0.3963 -0.06 0.38 -0.47
H 0.8234 -2.5157 1.8450 -0.48 0.44 -0.01
H 0.3157 -0.9096 1.6194 -0.30 -0.60 0.39
```
Positions in Å, forces in eV/Å.

Values from the calculation:
**2S+1**: 1
**HOMO**: -0.24503 Eh
**HOMO-LUMO gap**: 3.09 eV
**Relative energy (zero: lowest compared OMol25 entry of this formula, charge and spin)**: 8.949 eV
**Max |F|**: 3.9 eV/A
**E_tot**: -10399.4752 eV
**Lowest unoccupied orbital energy**: -3.58 eV



Record 4
Computed, not measured: a molecular structure, C59H50GeIrN6O5PS in a non-equilibrium geometry, with ωB97M-V with the def2-TZVPD basis set.

The geometry in XYZ format:
```
124
Properties=species:S:1:pos:R:3:forces:R:3
Ir 0.0305 -2.0542 0.1395 1.61 0.66 -2.26
N 0.5436 -6.6162 6.5480 0.05 0.00 -0.15
C 0.4950 -5.3908 5.9309 0.02 0.01 -0.01
C 1.5279 -4.4614 6.1106 -0.03 -0.02 0.04
C 1.4946 -3.2391 5.4693 0.00 0.07 0.04
C 0.4227 -2.9279 4.6463 0.03 0.09 -0.22
C -0.6080 -3.8413 4.4448 -0.03 0.05 0.15
C -0.5727 -5.0657 5.0791 0.00 -0.02 0.00
S 0.3773 -1.4342 3.7219 -0.10 -0.35 0.03
O -0.9865 -1.0013 3.6496 -0.05 0.03 -0.14
O 1.3648 -0.5196 4.2073 0.10 -0.02 -0.07
N 0.7710 -1.9506 2.1852 -0.12 0.39 -0.59
C 2.0790 -2.1613 1.8613 0.59 -0.06 0.21
N 3.0533 -2.3269 2.7572 -0.11 0.07 0.05
C 4.2778 -2.4970 2.2818 -0.03 -0.05 -0.05
C 4.5717 -2.5362 0.9225 -0.06 0.07 0.06
C 3.4966 -2.4208 0.0657 0.05 -0.08 -0.13
N 2.2630 -2.2461 0.5198 -0.82 -0.23 0.58
H 1.1952 -6.7531 7.2994 -0.03 0.00 0.04
H -0.2916 -7.1717 6.5814 -0.02 0.00 0.07
H 2.3527 -4.7075 6.7688 0.00 0.02 -0.01
H 2.2834 -2.5116 5.6064 0.01 -0.04 -0.03
H -1.4420 -3.5659 3.8089 -0.01 -0.07 0.02
H -1.3775 -5.7778 4.9370 -0.01 0.03 0.02
H 5.0594 -2.6254 3.0235 0.00 0.01 -0.03
H 5.5772 -2.6715 0.5557 0.00 0.01 0.00
H 3.6176 -2.4633 -1.0093 0.00 -0.09 0.03
C 1.1293 -2.6842 -6.7002 0.00 0.08 0.00
C 0.8300 -3.7338 -5.8485 -0.02 -0.08 -0.02
C 0.4294 -3.4746 -4.5438 -0.02 0.04 0.03
C 0.3303 -2.1632 -4.0895 0.14 -0.93 0.45
C 0.6396 -1.1080 -4.9492 -0.08 0.03 0.06
C 1.0307 -1.3714 -6.2500 -0.03 -0.06 -0.04
P -0.1785 -1.7792 -2.3666 0.21 1.45 0.80
C 0.9870 -0.4353 -2.0659 0.16 0.07 -0.20
C 2.3233 -0.5773 -2.3408 -0.18 0.08 -0.11
C 3.2197 0.4740 -2.1175 0.01 0.06 0.05
C 2.7220 1.7505 -1.7445 0.01 0.03 -0.12
C 1.4129 1.9141 -1.4525 -0.14 0.04 0.37
C 0.5061 0.7377 -1.3042 0.07 0.29 -0.36
C -1.8321 -1.0863 -2.5242 -0.13 -0.39 -0.08
C -2.4455 -0.7509 -3.7082 0.13 0.02 0.00
C -3.8063 -0.4020 -3.7246 -0.07 0.03 -0.06
C -4.5363 -0.4253 -2.5686 0.06 -0.01 0.00
C -3.9331 -0.7412 -1.3302 0.15 0.22 0.05
C -4.6597 -0.7106 -0.1206 -0.16 0.06 0.04
C -4.0279 -0.9539 1.0623 0.06 0.19 0.05
C -2.6515 -1.2596 1.0902 -0.28 -0.11 -0.34
C -1.9136 -1.3731 -0.0662 -0.15 -1.52 1.21
C -2.5518 -1.0736 -1.3021 0.06 -0.05 0.09
H 1.4412 -2.8830 -7.7173 0.00 0.00 0.02
H 0.9126 -4.7554 -6.1963 -0.01 0.01 0.02
H 0.2004 -4.3030 -3.8835 0.02 -0.02 -0.08
H 0.5733 -0.0859 -4.5994 0.04 0.00 -0.03
H 1.2641 -0.5502 -6.9151 -0.01 -0.01 0.01
H 2.6741 -1.4955 -2.8015 0.04 0.07 -0.03
H 4.2765 0.3421 -2.3090 -0.02 -0.01 -0.04
H 3.3824 2.6092 -1.7497 0.00 -0.01 0.03
H 1.0063 2.8910 -1.2215 0.10 -0.02 -0.01
H -0.5374 0.9826 -1.5158 0.02 0.07 -0.15
H -1.8969 -0.7564 -4.6397 0.02 -0.08 -0.03
H -4.2745 -0.1369 -4.6635 0.00 -0.02 0.01
H -5.5973 -0.2042 -2.5889 0.02 0.05 0.02
H -5.7136 -0.4574 -0.1455 0.01 -0.05 -0.03
H -4.5739 -0.8998 1.9963 0.00 0.01 -0.02
H -2.1769 -1.3737 2.0513 0.00 -0.19 0.00
O -1.3701 1.3527 0.8422 0.06 0.12 -0.16
C -0.1914 1.2559 0.9133 -0.36 0.29 0.51
O 0.4963 0.2933 0.1219 0.00 -1.00 0.06
C 0.7202 2.0570 1.7891 0.16 0.23 -0.09
C 0.1792 3.4360 2.1848 -0.12 -0.07 -0.23
Ge -0.1485 4.8050 0.7876 -0.02 0.43 0.17
C 1.4977 5.2568 -0.1837 -0.17 -0.23 0.01
C 1.4221 5.9970 -1.3650 0.07 -0.07 0.04
C 2.5727 6.3274 -2.0678 -0.02 0.06 -0.01
C 3.8158 5.9274 -1.5951 0.01 -0.03 0.01
C 3.9077 5.2183 -0.4054 0.03 0.02 0.02
C 2.7543 4.8901 0.2964 -0.07 -0.08 -0.04
C -0.6575 6.4758 1.6888 0.05 -0.30 -0.14
C -1.8789 7.1030 1.4577 0.03 0.03 0.12
C -2.1825 8.3034 2.0900 -0.01 -0.02 -0.04
C -1.2640 8.8883 2.9486 0.00 0.04 0.00
C -0.0358 8.2801 3.1718 0.05 -0.04 -0.02
C 0.2665 7.0826 2.5393 -0.11 0.01 0.06
C -1.6065 4.2780 -0.4083 0.22 -0.13 0.09
C -1.4448 4.0578 -1.7745 -0.04 -0.04 0.04
C -2.5046 3.5950 -2.5476 0.05 0.01 -0.02
C -3.7372 3.3555 -1.9599 -0.04 -0.05 0.00
C -3.9113 3.5683 -0.5985 -0.01 0.04 0.02
C -2.8525 4.0270 0.1692 0.06 -0.06 -0.06
H 1.7007 2.1249 1.3146 -0.01 -0.08 -0.01
H 0.8444 1.4566 2.6910 0.17 -0.20 0.14
H 0.8821 3.8810 2.8921 -0.05 0.00 0.06
H -0.7677 3.3082 2.7136 0.02 0.07 0.03
H 0.4538 6.3174 -1.7340 0.04 0.05 -0.03
H 2.5032 6.9112 -2.9774 -0.01 -0.04 -0.01
H 4.7127 6.1736 -2.1493 -0.01 0.03 0.02
H 4.8783 4.9255 -0.0226 -0.02 0.01 0.00
H 2.8346 4.3396 1.2291 0.05 -0.01 -0.04
H -2.6009 6.6552 0.7850 0.00 0.03 0.00
H -3.1367 8.7823 1.9079 0.02 0.00 0.00
H -1.5003 9.8247 3.4384 0.00 -0.02 0.00
H 0.6873 8.7406 3.8334 -0.02 0.00 -0.01
H 1.2332 6.6186 2.7107 0.00 0.03 0.01
H -0.4852 4.2458 -2.2454 -0.05 -0.01 -0.03
H -2.3678 3.4248 -3.6093 0.00 0.02 0.01
H -4.5651 3.0026 -2.5620 0.01 -0.01 0.00
H -4.8698 3.3717 -0.1344 0.01 0.01 -0.02
H -2.9868 4.1698 1.2365 -0.06 -0.01 -0.02
N -1.5905 -6.4216 -3.0135 0.14 0.06 -0.03
C -0.7859 -7.0697 -2.1256 -0.05 0.07 -0.07
O -0.3875 -8.2004 -2.2836 -0.01 -0.01 0.05
C -0.4005 -6.2757 -0.9055 0.11 -0.01 0.06
C -0.1728 -6.9461 0.2916 -0.01 0.00 0.00
C 0.1552 -6.2105 1.4151 0.07 -0.13 -0.12
C 0.2546 -4.8349 1.3134 0.20 -0.06 0.16
N 0.0792 -4.1955 0.1524 -1.02 1.44 0.29
C -0.2382 -4.9058 -0.9362 -0.08 -0.18 -0.08
H -1.9328 -6.9473 -3.8013 0.01 -0.03 0.01
H -2.0691 -5.5724 -2.7709 -0.08 -0.04 0.04
H -0.2595 -8.0247 0.3137 0.00 0.00 0.01
H 0.3403 -6.6875 2.3675 -0.04 0.06 0.02
H 0.4916 -4.2243 2.1735 -0.07 -0.04 -0.07
H -0.3409 -4.3476 -1.8521 -0.13 -0.02 0.06
```
Positions in Å, forces in eV/Å.

Values from the calculation:
**2S+1**: 2
**Total charge**: +1
**HOMO (spin up / spin down)**: -0.36762 / -0.36896 Eh
**HOMO-LUMO gap (spin up / spin down)**: 6.77 / 6.03 eV
**Relative energy (zero: lowest compared OMol25 entry of this formula, charge and spin)**: 2.493 eV
**Max |F|**: 2.9 eV/A
**E_tot**: -160646.2694 eV
**⟨S²⟩**: 0.79
**Lowest unoccupied orbital energy (spin up / spin down)**: -3.23 / -4.01 eV